# 1
Formula: C17H27ClN2O3S2
Source: the OMol25 dataset
Level of theory: ωB97M-V with the def2-TZVPD basis set

Positions of all 52 atoms, in Å:
C1 -2.931 3.439 1.922
C2 -1.716 3.306 1.017
S1 -1.692 1.637 0.308
C3 0.000 1.566 -0.376
C4 0.344 2.760 -1.250
C5 0.088 0.278 -1.208
O1 0.058 0.340 -2.426
N1 0.225 -0.914 -0.569
C6 0.364 -2.095 -1.410
C7 0.198 -1.126 0.867
C8 -1.047 -1.882 1.318
O2 -1.024 -2.132 2.709
C9 -1.197 -0.977 3.517
C10 0.070 -0.617 4.296
N2 0.872 0.459 3.720
C11 0.255 1.770 3.709
C12 2.152 0.193 3.336
O3 2.606 -0.940 3.293
C13 3.026 1.338 2.921
C14 3.686 1.378 1.645
C15 3.542 0.326 0.588
C16 4.495 2.464 1.534
S2 4.525 3.425 2.954
C17 3.414 2.370 3.718
Cl1 2.947 2.653 5.346
H1 -2.986 4.447 2.335
H2 -3.852 3.251 1.369
H3 -2.888 2.731 2.751
H4 -1.759 4.040 0.214
H5 -0.793 3.466 1.576
H6 0.697 1.520 0.466
H7 1.333 2.620 -1.687
H8 -0.371 2.856 -2.064
H9 0.358 3.677 -0.664
H10 1.021 -1.874 -2.248
H11 0.790 -2.898 -0.810
H12 -0.597 -2.420 -1.815
H13 1.086 -1.685 1.177
H14 0.227 -0.166 1.375
H15 -1.945 -1.318 1.034
H16 -1.095 -2.860 0.838
H17 -1.554 -0.138 2.911
H18 -1.983 -1.218 4.237
H19 -0.215 -0.299 5.305
H20 0.697 -1.501 4.377
H21 0.893 2.486 3.199
H22 -0.696 1.726 3.176
H23 0.071 2.125 4.726
H24 4.123 0.591 -0.295
H25 3.887 -0.636 0.966
H26 2.504 0.195 0.281
H27 5.101 2.739 0.685

Forces on the atoms, in the same order (eV/Å):
-0.0037 -0.0022 -0.0005
0.0047 -0.0014 -0.0002
-0.0058 0.0022 -0.0062
-0.0014 -0.0069 -0.0003
0.0013 -0.0008 0.0013
0.0073 -0.0003 0.0018
0.0019 0.0004 0.0001
-0.0171 0.0022 -0.0017
0.0007 0.0007 0.0020
0.0100 -0.0024 -0.0030
-0.0038 -0.0072 0.0046
0.0606 0.1016 -0.1288
-0.0390 -0.1802 0.1328
-0.0951 0.1901 0.0745
0.0992 -0.1055 -0.0657
-0.0111 0.0033 -0.0046
-0.0129 -0.0020 -0.0157
0.0003 -0.0024 -0.0018
-0.0043 0.0007 0.0035
0.0039 -0.0039 0.0007
0.0018 0.0005 -0.0045
-0.0004 -0.0023 0.0014
-0.0013 -0.0012 -0.0018
0.0048 0.0054 0.0022
-0.0005 -0.0006 -0.0003
-0.0002 0.0000 0.0001
-0.0002 -0.0008 0.0004
0.0019 0.0009 0.0003
0.0030 -0.0015 -0.0015
-0.0021 0.0037 0.0054
0.0025 0.0033 0.0010
-0.0018 -0.0011 -0.0020
0.0010 0.0028 -0.0010
-0.0012 -0.0001 0.0019
0.0006 -0.0009 0.0000
0.0001 -0.0008 -0.0011
-0.0001 0.0000 0.0006
0.0019 0.0034 -0.0003
-0.0044 0.0002 0.0042
0.0020 0.0035 -0.0030
-0.0037 0.0008 0.0007
0.0019 0.0001 0.0015
-0.0019 0.0010 0.0000
-0.0026 0.0003 -0.0012
-0.0029 -0.0013 0.0038
-0.0003 0.0008 0.0028
0.0054 0.0011 -0.0042
0.0030 -0.0045 0.0009
-0.0008 0.0006 -0.0003
-0.0006 0.0009 0.0006
0.0000 -0.0016 0.0006
-0.0006 0.0017 0.0001

Its highest occupied orbital energy is -0.329 hartree. The HOMO-LUMO gap is 9.4 eV. The net charge is 0. As for the energy relative to the best compared isomer or geometry (same formula, charge and spin): 9.9 kJ/mol. As for the SMILES: CCS[C@H](C)C(=O)N(C)CCOCCN(C)C(=O)c1c(C)csc1Cl. Its LUMO energy is 0.454 eV.

# 2
Formula: C17H27ClN2O3S2
Source: the OMol25 dataset
Level of theory: ωB97M-V with the def2-TZVPD basis set

Positions of all 52 atoms, in Å:
C1 0.143 -2.638 -3.309
C2 0.931 -1.877 -2.253
S1 0.215 -2.210 -0.627
C3 1.249 -1.127 0.405
C4 2.619 -1.727 0.677
C5 0.508 -0.872 1.720
O1 0.819 -1.502 2.719
N1 -0.490 0.054 1.728
C6 -1.186 0.318 2.974
C7 -0.978 0.774 0.568
C8 -2.333 0.287 0.066
O2 -2.719 1.030 -1.075
C9 -2.225 0.522 -2.300
C10 -2.258 1.660 -3.326
N2 -1.028 1.897 -4.086
C11 -1.208 2.074 -5.518
C12 0.117 2.207 -3.433
O3 0.192 2.212 -2.213
C13 1.310 2.573 -4.266
C14 2.131 1.662 -5.001
C15 1.906 0.181 -5.065
C16 3.159 2.302 -5.623
S2 3.160 3.988 -5.334
C17 1.756 3.853 -4.363
Cl1 1.049 5.247 -3.663
H1 0.579 -2.483 -4.297
H2 0.150 -3.709 -3.105
H3 -0.897 -2.309 -3.337
H4 1.976 -2.190 -2.264
H5 0.899 -0.800 -2.438
H6 1.372 -0.182 -0.130
H7 3.205 -1.067 1.318
H8 2.527 -2.687 1.178
H9 3.162 -1.868 -0.259
H10 -0.671 -0.180 3.789
H11 -1.202 1.394 3.164
H12 -2.215 -0.046 2.942
H13 -1.067 1.836 0.818
H14 -0.263 0.738 -0.247
H15 -2.300 -0.785 -0.149
H16 -3.107 0.452 0.817
H17 -1.212 0.132 -2.183
H18 -2.863 -0.307 -2.630
H19 -3.039 1.468 -4.060
H20 -2.525 2.573 -2.788
H21 -0.263 2.280 -6.011
H22 -1.635 1.169 -5.956
H23 -1.885 2.908 -5.720
H24 2.233 -0.221 -6.024
H25 2.459 -0.338 -4.280
H26 0.851 -0.068 -4.944
H27 3.930 1.860 -6.234

Forces on the atoms, in the same order (eV/Å):
-0.0268 -0.0106 -0.0035
0.0717 0.0375 -0.0267
-0.0999 -0.0263 0.0176
0.2132 0.1570 0.0306
0.0526 -0.0641 0.0049
-0.0946 -0.2063 0.0561
0.0184 0.0816 -0.0491
-0.0305 -0.0476 -0.0208
-0.0391 0.0232 0.0822
0.0793 0.2412 -0.1566
-0.1234 -0.1198 0.0631
-0.0640 0.0862 -0.0597
0.1068 -0.0315 0.0042
0.0233 0.1653 0.1608
-0.0688 -0.2751 -0.2174
-0.0302 -0.0134 -0.0627
-0.0756 0.1329 0.1934
-0.0143 -0.1176 0.0003
-0.0401 -0.0238 0.0287
0.0814 -0.0335 -0.1000
-0.0561 -0.0628 -0.0205
-0.0092 0.0306 0.0292
-0.0047 0.0165 0.0029
0.0911 0.0371 -0.0413
-0.0380 -0.0123 0.0169
0.0049 0.0118 -0.0119
0.0080 0.0095 0.0071
-0.0016 0.0134 0.0036
-0.0030 0.0028 0.0143
-0.0200 -0.0095 0.0130
-0.0267 -0.0582 -0.0298
-0.0053 0.0224 -0.0079
-0.0338 0.0174 0.0142
-0.0124 0.0050 0.0006
0.0434 -0.0297 -0.0393
-0.0236 0.0010 -0.0358
0.0077 0.0010 -0.0015
-0.0199 -0.0233 0.0653
-0.0006 -0.0529 -0.0292
0.0487 0.0037 -0.0170
0.0075 0.0362 -0.0127
0.0582 0.0465 -0.0114
0.0128 -0.0230 0.0143
0.0072 0.0493 -0.0206
-0.0017 -0.0272 0.0564
0.0381 0.0012 0.0417
-0.0049 0.0052 0.0063
0.0024 -0.0069 0.0060
0.0318 0.0106 0.0087
-0.0198 0.0159 0.0198
-0.0111 0.0238 0.0199
-0.0087 -0.0106 -0.0067

Its highest occupied orbital energy is -0.317 hartree. The HOMO-LUMO gap is 9.1 eV. The net charge is 0. As for the energy relative to the best compared isomer or geometry (same formula, charge and spin): 27.8 kJ/mol. As for the SMILES: CCS[C@H](C)C(=O)N(C)CCOCCN(C)C(=O)c1c(C)csc1Cl. Its LUMO energy is 0.484 eV.

# 3
Formula: C17H27N2O6
Source: the OMol25 dataset
Level of theory: ωB97M-V with the def2-TZVPD basis set

Positions of all 52 atoms, in Å:
C1 3.938 1.686 1.593
C2 2.347 1.964 1.380
C3 1.658 0.527 1.194
N1 0.150 0.546 1.190
N2 -0.392 1.449 0.240
C4 -0.283 -0.847 0.704
C5 -0.314 -0.956 -0.919
C6 -0.011 -2.510 -1.308
C7 1.588 -2.619 -1.520
O1 2.316 -2.626 -0.233
C8 2.896 -3.927 -0.125
O2 4.126 -4.016 0.123
C9 -0.466 0.907 2.525
O3 0.355 0.559 3.661
C10 -0.409 0.435 4.856
C11 0.290 -0.313 6.115
O4 -1.561 0.887 5.045
H1 4.499 2.588 2.002
H2 4.456 1.398 0.598
H3 4.040 0.744 2.258
H4 2.281 2.512 0.362
H5 1.892 2.615 2.201
H6 2.094 -0.233 1.947
H7 2.001 0.137 0.160
H8 -0.240 2.429 0.524
H9 -1.422 1.316 0.299
H10 0.457 -1.576 1.183
H11 -1.330 -1.133 1.055
H12 -1.339 -0.611 -1.324
H13 0.537 -0.356 -1.414
H14 -0.474 -2.660 -2.348
H15 -0.411 -3.237 -0.520
H16 1.880 -3.565 -2.120
H17 2.025 -1.734 -2.111
H18 2.225 -4.852 -0.303
H19 -1.499 0.388 2.591
H20 -0.703 2.036 2.620
H21 1.295 0.211 6.293
H22 0.514 -1.395 5.810
H23 -0.395 -0.247 7.040
C12 -2.660 1.870 -5.393
C13 -2.192 0.650 -5.124
C14 -2.714 -0.138 -3.988
O5 -2.287 -1.252 -3.740
C15 -3.775 0.477 -3.162
C16 -4.243 1.697 -3.430
C17 -3.721 2.485 -4.567
O6 -4.147 3.596 -4.813
H24 -2.288 2.462 -6.220
H25 -1.416 0.185 -5.719
H26 -4.147 -0.115 -2.334
H27 -5.019 2.162 -2.835

Forces on the atoms, in the same order (eV/Å):
-0.2985 -0.8127 -0.2690
0.8502 -0.2571 -1.1305
2.6225 0.5979 -0.7319
-0.1584 -0.7944 0.9532
-1.0546 1.1424 -0.4565
-0.2061 -1.5456 -0.8891
0.4375 -0.8602 0.4043
0.8658 1.4630 -0.8419
-0.5466 -0.3834 -0.4721
-0.1524 -2.4623 -1.1068
4.6580 0.4666 0.9877
-5.4901 0.1246 -0.8144
-1.8960 0.9400 2.0841
-1.7147 -0.6663 0.2385
-2.5427 0.3959 3.0286
0.6290 0.4786 -1.3910
4.0066 -1.3001 -2.1495
-0.9342 -1.3218 -0.3502
-1.0719 0.5416 1.5053
0.1022 1.8074 -0.7517
-0.2297 -0.6545 1.7772
0.6524 -1.0636 -0.9772
-1.3545 1.3143 -0.9624
-0.8493 0.5856 1.6732
0.3123 -0.6626 0.0631
0.8122 0.0670 -0.2849
-1.0500 1.0153 -0.8558
1.3877 0.8122 -0.1426
1.7958 -0.5753 0.6925
-1.6273 -0.6827 0.9070
0.4501 -0.0899 1.6780
0.6135 0.8928 -1.3073
-0.6590 1.4690 0.9314
-0.9050 -1.2433 0.8584
0.7571 1.6303 0.2245
1.7521 0.6996 -0.1202
0.7393 -1.7340 -0.6748
-1.4576 -0.8453 -0.0925
-0.3722 1.5428 0.5512
1.0841 -0.0353 -1.8320
0.2414 -0.2580 -0.0874
0.0155 0.2262 -0.1543
0.0975 -0.3024 -0.0755
0.0007 0.2497 0.1065
-0.1364 0.2280 0.1078
-0.0319 -0.2801 0.2884
-0.1877 0.5377 -0.2242
0.1446 -0.3631 0.1390
-0.0418 0.0210 0.0165
-0.0282 -0.0312 0.0207
-0.0244 -0.0498 -0.0378
-0.0073 0.0255 -0.0537

Its highest occupied orbital energy is -0.464 hartree. The HOMO-LUMO gap is 8.7 eV. The net charge is +1. Its LUMO energy is -3.875 eV.

# 4
Formula: C17H27N3O2S
Source: the OMol25 dataset
Level of theory: ωB97M-V with the def2-TZVPD basis set

Positions of all 50 atoms, in Å:
C1 -4.206 -2.416 -1.585
H1 -4.914 -2.633 -2.382
H2 -4.210 -3.253 -0.888
H3 -3.217 -2.336 -2.026
C2 -4.600 -1.127 -0.868
C3 -6.053 -1.214 -0.403
H4 -6.358 -0.293 0.090
H5 -6.716 -1.384 -1.249
H6 -6.176 -2.036 0.299
C4 -3.691 -0.840 0.332
C5 -2.233 -0.589 -0.054
H7 -2.205 0.152 -0.855
H8 -1.799 -1.513 -0.438
C6 -1.401 -0.120 1.147
C7 0.082 -0.396 0.999
O1 0.808 -0.713 1.921
N1 0.565 -0.347 -0.275
N2 1.951 -0.378 -0.417
C8 2.541 0.497 -1.261
N3 3.892 0.588 -1.285
C9 4.863 -0.110 -0.561
C10 4.696 -1.429 -0.147
C11 5.706 -2.064 0.554
C12 6.890 -1.405 0.840
C13 7.070 -0.103 0.402
C14 6.068 0.541 -0.295
H9 6.209 1.556 -0.637
H10 7.995 0.414 0.606
H11 7.671 -1.906 1.390
H12 5.566 -3.086 0.872
H13 3.800 -1.973 -0.402
H14 4.234 1.336 -1.875
S1 1.651 1.418 -2.323
H15 2.382 -0.600 0.483
H16 0.127 0.213 -1.004
H17 -1.719 -0.687 2.029
C15 -1.590 1.372 1.487
H18 -2.656 1.573 1.597
H19 -1.101 1.569 2.442
C16 -1.002 2.353 0.470
C17 -1.533 3.767 0.711
H20 -1.081 4.463 0.007
H21 -2.612 3.795 0.581
H22 -1.288 4.087 1.721
H23 -1.280 2.052 -0.554
O2 0.406 2.314 0.606
H24 0.800 2.832 -0.106
H25 -3.740 -1.682 1.027
H26 -4.080 0.038 0.852
H27 -4.512 -0.294 -1.575

Forces on the atoms, in the same order (eV/Å):
0.0045 0.3237 -0.0190
-0.0416 -0.0757 -0.0975
0.0043 -0.1460 0.0919
0.1226 -0.0820 -0.0685
-0.1162 -0.1656 0.2507
0.2230 0.1340 -0.1654
-0.0834 0.0798 0.0792
-0.1236 -0.0362 -0.0550
-0.0482 -0.1158 0.1036
0.1068 0.1962 -0.4330
-0.1503 -0.1532 0.3319
0.0621 0.0115 -0.1462
0.0016 0.0346 -0.1094
0.0506 0.1704 0.0164
-0.0530 -0.2798 -0.1796
0.2002 0.0204 0.3278
-0.0280 -0.1865 -0.5000
0.2584 0.1653 0.5030
-0.2549 -0.0843 -0.0143
-0.0207 0.1622 -0.0889
0.3475 -0.3137 0.3560
-0.0544 0.0732 -0.1022
0.0800 0.0241 0.0612
0.0503 -0.0736 0.0417
0.0099 -0.0287 -0.0383
-0.1465 -0.0090 -0.0083
-0.0065 0.1180 -0.0071
0.0698 0.0500 0.0135
0.0662 -0.0452 0.0516
-0.0165 -0.0869 0.0237
-0.0707 -0.0365 -0.0095
-0.2363 -0.1571 0.0507
-0.2658 0.4178 -0.5442
-0.0521 -0.0175 -0.1729
0.0854 -0.0566 0.1592
0.1532 -0.0190 -0.1007
0.2436 0.0174 -0.2930
-0.0387 0.0195 0.0483
-0.0688 0.0707 0.0705
-0.4633 0.2256 0.1154
0.1770 -0.3589 -0.1128
0.0163 0.0883 -0.0496
-0.1564 0.0519 -0.0241
0.0216 0.0389 0.1153
0.0255 -0.0073 0.0792
0.1618 0.2259 0.2751
0.0154 -0.1652 -0.0587
-0.0319 -0.0430 0.1015
-0.0507 0.0123 0.1078
0.0210 0.0113 0.0233

Its highest occupied orbital energy is -0.312 hartree. The HOMO-LUMO gap is 9.2 eV. The net charge is 0. As for the energy relative to the best compared isomer or geometry (same formula, charge and spin): 6.1 kJ/mol. As for the SMILES: CC(C)CC[C@H](C[C@@H](C)O)C(=O)NNC(=S)Nc1ccccc1. Its LUMO energy is 0.669 eV.

# 5
Formula: C17H27N3O4S2
Source: the OMol25 dataset
Level of theory: ωB97M-V with the def2-TZVPD basis set

Positions of all 53 atoms, in Å:
C1 -7.818 -1.402 0.049
C2 -6.470 -0.750 0.032
C3 -5.791 -0.500 1.221
C4 -4.556 0.121 1.211
C5 -3.997 0.496 0.004
C6 -4.652 0.260 -1.188
C7 -5.888 -0.363 -1.171
H1 -6.407 -0.551 -2.099
H2 -4.185 0.573 -2.109
S1 -2.391 1.274 0.018
O1 -2.371 2.320 0.999
O2 -2.032 1.620 -1.333
N1 -1.469 0.006 0.630
C8 -0.301 0.404 1.391
C9 0.853 0.798 0.464
N2 1.129 -0.234 -0.515
S2 2.068 -1.480 0.088
O3 1.769 -1.777 1.460
O4 1.998 -2.549 -0.863
N3 3.535 -0.739 0.041
C10 4.131 -0.601 -1.265
H3 3.531 -1.194 -1.956
C11 4.189 0.855 -1.742
C12 4.503 1.862 -0.631
H4 4.849 2.784 -1.105
C13 5.548 1.398 0.389
H5 6.045 2.279 0.802
H6 6.312 0.794 -0.102
C14 4.934 0.622 1.556
H7 4.108 1.206 1.969
H8 5.680 0.499 2.343
C15 4.426 -0.770 1.174
H9 3.863 -1.202 2.002
H10 5.281 -1.425 0.955
H11 3.582 2.100 -0.097
H12 3.230 1.127 -2.185
H13 4.950 0.917 -2.523
H14 5.139 -1.029 -1.239
C16 -0.040 -0.634 -1.272
H15 0.258 -1.475 -1.898
C17 -1.189 -1.032 -0.341
H16 -2.104 -1.208 -0.910
H17 -0.917 -1.941 0.207
H18 -0.348 0.213 -1.891
H19 1.768 0.947 1.036
H20 0.593 1.715 -0.077
H21 -0.601 1.249 2.012
H22 0.004 -0.439 2.016
H23 -4.015 0.328 2.121
H24 -6.237 -0.795 2.160
H25 -8.594 -0.640 0.126
H26 -7.990 -1.964 -0.865
H27 -7.917 -2.069 0.901

Forces on the atoms, in the same order (eV/Å):
-0.0299 0.0534 0.0068
0.0830 0.0136 -0.0900
0.1218 0.0832 -0.0452
-0.0876 -0.0031 0.1364
0.4994 0.1953 -0.1460
0.1216 0.1108 -0.1225
-0.0042 0.0017 0.1343
-0.0405 -0.0260 -0.0962
0.0091 0.0018 -0.1457
-0.2815 -0.3750 0.2477
0.0006 -0.1158 0.2292
-0.1542 -0.2372 -0.0416
-0.7506 0.8257 -0.1969
0.3620 0.4391 0.2967
-0.0447 0.2597 0.5075
0.6050 -0.8134 0.0681
0.5050 0.4361 -0.3061
0.0620 0.1372 0.1345
-0.1280 0.0690 -0.1306
-0.7951 -0.4628 0.2402
-0.0318 0.3500 -0.7284
0.2826 0.0223 -0.1345
0.0168 -0.0623 0.1665
0.1790 -0.0830 -0.1909
-0.0988 0.0343 0.0364
-0.2314 0.1855 0.1894
0.0747 -0.0544 -0.0461
0.1736 -0.0146 -0.0267
0.1267 -0.2954 -0.2361
-0.0336 0.0339 0.0713
-0.0344 -0.0047 0.0793
0.1186 0.0485 0.7557
0.2509 0.0021 0.0474
-0.1030 0.0155 -0.0117
-0.0463 0.1053 0.0229
0.0035 -0.0155 -0.1144
-0.0207 0.0184 -0.0757
-0.1258 -0.0526 0.0564
-0.4185 -0.4263 -0.3099
-0.2024 0.0967 -0.0939
0.0692 -0.2414 -0.5676
0.0725 -0.2331 -0.0474
-0.1450 0.0351 -0.0264
0.1486 -0.1625 0.0517
-0.0449 0.2797 0.0653
0.1390 -0.0259 0.0370
0.2157 -0.0923 0.0996
-0.1579 0.1488 -0.0519
0.0072 -0.0372 0.1950
-0.0292 -0.0330 0.1024
-0.0989 -0.0054 0.0061
-0.0551 -0.0616 -0.0352
-0.0541 -0.0686 0.0335

Its highest occupied orbital energy is -0.324 hartree. The HOMO-LUMO gap is 9.5 eV. The net charge is 0. As for the energy relative to the best compared isomer or geometry (same formula, charge and spin): 145.0 kJ/mol. As for the SMILES: Cc1ccc(S(=O)(=O)N2CCN(S(=O)(=O)N3CCCCCC3)CC2)cc1. Its LUMO energy is 0.715 eV.